Record 1
{
  "formula": "CH6N3OP",
  "method": "wB97M-V/def2-TZVPD",
  "lumo_ev": 0.212,
  "spin_multiplicity": 1,
  "relative_energy_kcal_mol": 57.2,
  "orbital_gap_ha": 0.375,
  "fmax_ev_per_a": 5.2,
  "homo_energy_ha": -0.3673,
  "elements": ["H", "N", "H", "P", "H", "H", "H", "O", "N", "H", "C", "N"],
  "positions_angstrom": [[2.08, -1.13, -0.66], [1.29, -1.81, -0.92], [-1.20, 1.10, 1.85], [0.38, 1.37, 0.10], [-0.76, -1.99, -0.75], [-1.64, 1.65, 0.21], [0.86, 2.53, -1.92], [1.61, 1.07, 0.90], [0.18, 2.29, -1.14], [-0.05, -0.25, -0.58], [0.15, -1.38, -0.71], [-0.98, 1.12, 0.85]],
  "mulliken_charge": [0.315, -0.547, 0.271, 0.743, 0.305, 0.311, 0.259, -0.630, -0.666, 0.087, 0.015, -0.464]
}

***

Record 2
{
  "formula": "ClHN6",
  "method": "wB97M-V/def2-TZVPD",
  "lumo_ev": -1.282,
  "spin_multiplicity": 1,
  "relative_energy_kcal_mol": 34.1,
  "orbital_gap_ha": 0.290,
  "fmax_ev_per_a": 5.2,
  "homo_energy_ha": -0.3368,
  "elements": ["N", "N", "H", "N", "N", "N", "N", "Cl"],
  "positions_angstrom": [[0.47, 0.35, -0.87], [0.00, -0.38, 0.45], [-0.10, -1.90, 1.37], [-1.22, 0.16, 0.69], [0.63, -1.32, 0.91], [-1.45, 1.10, -0.11], [-0.46, 1.32, -1.01], [2.12, 0.65, -1.43]],
  "mulliken_charge": [0.134, 0.853, 0.300, -0.347, -0.612, -0.162, -0.201, 0.036]
}

***

Record 3
{
  "formula": "C48H42BFNO17S",
  "method": "wB97M-V/def2-TZVPD",
  "lumo_ev": -4.716,
  "spin_multiplicity": 1,
  "charge": 1,
  "orbital_gap_ha": 0.255,
  "fmax_ev_per_a": 2.0,
  "homo_energy_ha": -0.4282,
  "elements": ["C", "H", "H", "C", "O", "H", "C", "H", "O", "C", "H", "C", "O", "O", "H", "C", "H", "H", "C", "O", "H", "C", "H", "H", "C", "C", "C", "H", "C", "O", "C", "C", "C", "H", "C", "O", "C", "C", "O", "H", "N", "O", "C", "C", "C", "C", "H", "O", "H", "F", "C", "H", "H", "C", "H", "H", "O", "C", "H", "C", "H", "O", "B", "S", "H", "O", "H", "C", "C", "H", "C", "H", "H", "C", "H", "C", "C", "H", "C", "C", "O", "C", "C", "C", "C", "H", "C", "H", "C", "C", "H", "H", "O", "H", "H", "C", "H", "C", "H", "H", "O", "C", "C", "H", "C", "H", "C", "O", "C", "H", "H"],
  "positions_angstrom": [[-1.10, 4.67, 3.79], [0.83, -7.25, 7.49], [-3.22, -3.93, 2.84], [2.66, 5.91, 7.04], [2.02, 0.08, -4.02], [-1.19, -0.52, -4.97], [1.86, 0.90, -6.22], [1.74, 2.49, 8.77], [0.00, -4.50, 4.07], [1.96, 5.01, 6.35], [-1.23, -0.26, -2.50], [-3.16, -2.65, -10.78], [3.72, 6.47, 9.07], [-1.88, 1.37, -6.58], [-2.67, 3.83, -2.94], [2.41, 0.97, -7.43], [-3.35, -3.47, -11.45], [-4.06, 6.06, 4.90], [-2.49, -0.22, -10.50], [3.15, -6.19, 7.97], [2.74, 4.26, -0.58], [-1.95, 1.80, -2.53], [-0.52, -0.47, -0.36], [0.92, -0.22, 0.63], [2.84, -4.69, 6.19], [0.72, -4.89, 4.97], [-1.50, 0.39, -4.49], [-2.88, -6.01, 1.79], [-2.36, 2.91, -3.42], [-2.19, -5.37, -0.02], [4.35, -0.46, -6.64], [3.08, 4.61, 1.55], [-3.85, 3.98, 4.24], [3.81, -4.25, 6.39], [-2.75, -1.37, -11.41], [-3.12, -1.72, -7.35], [3.09, 5.65, 8.44], [2.52, 0.15, -5.13], [-1.97, 1.92, -1.32], [1.64, 5.18, 5.34], [0.12, -2.24, 0.58], [3.65, 5.67, 1.39], [3.80, -0.53, -5.43], [-3.01, -1.61, -8.56], [2.02, 3.44, 8.35], [-2.61, -0.33, -9.18], [1.95, 1.52, -8.24], [-5.01, 3.69, 4.42], [3.03, 4.18, 10.06], [-0.94, -2.34, -1.90], [0.28, -2.16, 2.06], [-0.88, 2.59, 3.13], [-2.42, 0.50, -8.51], [3.69, 0.30, -7.74], [-3.23, -3.04, 1.31], [-3.27, 2.00, 3.52], [-3.55, -4.20, -1.58], [0.31, -6.01, 5.85], [5.28, -0.95, -6.88], [2.24, 2.89, 3.09], [0.93, 1.39, -5.98], [0.07, 4.96, 3.61], [-2.36, -4.55, -1.05], [-0.76, -3.89, -1.91], [4.26, -1.08, -4.61], [-2.65, -1.26, -12.61], [0.31, -5.19, -0.24], [-2.06, 5.67, 4.31], [-3.34, 5.35, 4.52], [-1.75, -3.78, 1.95], [2.43, -5.81, 7.08], [-4.12, -5.30, 0.81], [-3.58, -3.69, -8.98], [2.57, 3.83, 0.40], [1.57, 2.08, -0.25], [-3.28, -2.76, -9.46], [-1.91, 1.50, -5.38], [1.42, -4.59, -1.45], [1.95, 2.67, 0.58], [2.04, -4.27, 5.21], [0.96, 2.88, 6.33], [1.59, 3.70, 6.96], [0.43, -0.91, -0.06], [-1.60, 3.30, 3.51], [-3.09, -5.19, 1.12], [2.94, 6.87, 6.62], [-2.82, -3.90, 1.84], [2.07, 2.47, 4.07], [-2.34, 2.77, -4.75], [2.86, 4.05, 2.91], [0.49, -3.15, 2.46], [3.24, 4.64, 3.74], [4.19, 0.36, -8.84], [2.32, -3.45, 4.55], [1.03, -1.07, -0.95], [1.08, -3.18, 0.11], [1.12, -1.53, 2.34], [2.71, 4.35, 9.04], [-3.64, -3.25, -1.74], [-2.19, 0.71, -10.98], [1.15, 1.06, 2.10], [-2.88, 2.99, 3.72], [-1.52, 0.53, -3.17], [-1.67, 6.66, 4.51], [1.73, 2.12, 1.94], [-2.63, 3.57, -5.42], [1.10, -6.43, 6.83], [2.26, -3.21, 0.41], [0.59, -4.31, -0.82], [-0.64, -1.79, 2.49], [-0.65, -6.45, 5.66]],
  "mulliken_charge": [0.369, 0.409, 0.469, -0.535, -0.440, 0.529, -0.165, 0.432, -0.397, -0.057, 0.030, -0.368, -0.530, -0.464, 0.450, -0.411, 0.409, 0.424, -0.458, -0.518, 0.457, 0.296, 0.328, -0.024, -0.395, 0.391, 0.199, 0.294, -0.556, -0.342, -0.372, 0.160, 0.331, 0.431, 0.312, -0.554, 0.256, 0.298, -0.559, 0.703, 0.554, -0.552, -0.410, 0.393, -0.517, -0.172, 0.459, -0.547, 0.421, -0.068, -1.736, 0.404, 0.556, 0.304, 0.325, 0.450, -0.393, -0.463, 0.416, 0.066, 0.416, -0.458, 0.436, 0.146, 0.427, -0.531, 0.402, -0.373, -0.459, 0.130, 0.261, 0.309, 0.412, -0.465, 0.483, -0.398, -0.124, 0.509, -0.564, -0.238, -0.536, 0.291, -0.741, -0.032, -0.266, 0.458, -0.927, 0.302, -0.588, -0.359, 0.732, 0.578, -0.525, 0.464, 0.483, 0.454, 0.500, -0.378, 0.332, 0.449, -0.530, -0.586, 0.389, 0.449, 0.333, 0.474, -0.381, -0.542, -0.639, 0.303, 0.402]
}

***

Record 4
{
  "formula": "C6H15N3",
  "method": "wB97M-V/def2-TZVPD",
  "lumo_ev": -7.687,
  "spin_multiplicity": 1,
  "relative_energy_kcal_mol": 54.2,
  "charge": 2,
  "orbital_gap_ha": 0.444,
  "fmax_ev_per_a": 4.6,
  "homo_energy_ha": -0.7264,
  "elements": ["H", "C", "H", "H", "C", "C", "H", "N", "N", "C", "H", "H", "N", "H", "C", "H", "H", "C", "H", "H", "H", "H", "H", "H"],
  "positions_angstrom": [[1.62, -0.92, -1.44], [-1.63, 0.22, 0.02], [0.42, 0.34, 1.89], [-0.77, -2.14, 1.17], [0.83, -0.22, -1.27], [1.47, 1.17, -0.90], [0.83, 2.01, -1.16], [0.91, -0.08, 1.07], [-2.49, 0.08, -0.98], [1.82, 0.91, 0.52], [1.87, 1.76, 1.24], [1.40, -0.81, 1.50], [-1.98, 0.97, 1.01], [2.44, 1.19, -1.40], [0.11, -0.70, 0.00], [0.81, -2.58, 0.47], [0.20, 0.02, -2.14], [-0.16, -2.14, 0.31], [-2.07, 0.03, -1.92], [-2.95, 1.46, 0.78], [2.77, 0.50, 0.78], [-1.51, 0.92, 1.96], [-0.70, -2.75, -0.58], [-3.24, 0.74, -0.95]],
  "mulliken_charge": [0.468, 0.489, 0.382, 0.446, -0.637, -0.484, 0.325, -0.057, -0.376, -0.832, 0.432, 0.400, -0.316, 0.347, 0.264, 0.546, 0.253, -1.479, 0.284, 0.281, 0.436, 0.248, 0.326, 0.255]
}